Record 1
77
Properties=species:S:1:pos:R:3 method="wB97M-V/def2-TZVPD" total_energy_ev=-69305.9707 total_charge=-1
H 1.96227 -6.34420 -0.84600
H -1.29558 4.83816 -0.39972
Cl 2.29256 0.22694 0.32015
C 1.18538 -4.36106 -1.13271
H -0.55693 3.67458 3.75968
H 0.78591 -6.24504 -2.17140
H -1.08013 -1.00734 -2.78312
H 0.23296 -6.22817 -0.47121
H 0.37696 5.85919 -0.32156
C -1.28282 3.84599 2.95324
H 1.98605 -4.09756 -1.85104
H -1.59074 -3.35236 0.94951
H -3.11790 -2.49597 -1.01480
C -3.08642 -3.49491 -1.47282
H -1.96718 4.64835 3.26725
H -2.01779 3.32848 0.24461
H 1.80931 -2.71170 0.18079
H 1.60715 5.20048 3.17799
H -2.41799 -1.43237 3.69813
H -1.80957 -5.24779 -1.48685
C -0.10196 -2.87289 -3.44509
Cl -2.54139 0.61603 1.12943
C 0.79982 -2.20048 4.81984
H -1.50185 -0.60459 4.99335
C -1.04077 -1.66250 -3.66838
H 2.48142 1.37547 3.65214
H -3.17389 -3.39203 -2.55812
H -1.87851 2.92971 2.80293
C 1.74561 2.19344 3.63654
H 2.45235 -4.31590 0.64134
H 0.58954 -4.68372 -4.45080
O 0.13341 -1.04811 2.83426
H 3.05678 4.46662 3.88789
H 2.66343 3.81853 -0.06497
C -1.80994 -4.23439 -1.04922
H 2.93837 2.74644 1.92475
H 1.80769 3.72569 -2.35467
C 1.01634 -5.88465 -1.15853
H -2.06225 -1.99701 -3.91366
C -0.30682 -1.96990 3.80758
C 1.42821 5.54910 -0.33149
C -1.66892 4.34258 0.50582
C -1.74716 -4.34385 0.48920
C -0.62970 4.29085 1.64165
H 0.93858 -2.49572 -3.49131
H 0.12580 3.59110 -1.79542
H -0.96334 -5.02480 0.84439
C -1.62284 -1.55381 4.44721
H -1.18894 -4.53757 -4.37427
C 2.08723 3.16897 2.48454
H -2.53968 4.90799 0.87179
H -3.95963 -4.05434 -1.11731
H 1.85724 5.87893 -1.28836
H -0.66970 -1.06526 -4.51527
H 1.28125 2.25905 -1.49081
H -0.25085 -3.52440 -5.49606
P -0.27547 -3.48223 -1.72472
C -0.25104 -3.97861 -4.49587
H -0.38458 -0.10610 -0.47331
H 3.11059 5.08704 2.22937
P 0.77422 3.17775 1.16404
H -0.48647 -2.92385 3.28854
H -1.94260 -2.30763 5.17465
H 1.79265 2.71649 4.60165
C 1.16810 3.34851 -1.54468
H -0.15730 5.27743 1.77286
H 0.76148 -3.89609 0.98515
Y -0.00386 0.40745 1.40946
H 0.74171 1.72218 3.57644
H 1.59315 -2.79945 4.36346
H 0.43331 -2.71461 5.71134
H -2.70584 -4.72844 0.86814
H 1.94830 6.08201 0.47188
H 1.22574 -1.24063 5.13278
C 1.59771 4.02993 -0.23956
C 2.47913 4.56849 2.96098
C 1.57255 -3.78406 0.25104



Record 2
103
Properties=species:S:1:pos:R:3 method="wB97M-V/def2-TZVPD" relative_energy_kj_mol=247.21
H 5.59358 -0.62970 0.14653
C -1.61949 4.49044 -6.02876
H -4.95727 0.10002 0.01568
H -6.88084 -3.48504 0.46132
N -1.61292 0.84671 1.40113
C 5.05441 1.37549 3.09679
N 2.34637 -1.26878 -0.32171
H -0.68594 3.11721 3.26322
H -2.22514 2.80729 -7.21570
H -0.97019 5.97911 -4.62367
H -6.33188 -2.11699 -0.48813
H -4.73333 1.68037 -1.11864
H 5.61341 2.95970 1.74493
C -4.55738 1.22461 -2.09577
Ru -0.29314 0.31190 -0.22719
C 3.53031 -0.63355 -0.35257
C -0.78641 3.99703 -3.82381
H 3.52048 0.28667 -0.92065
H -6.84260 -0.56842 1.43531
C 1.18379 2.11437 3.04965
H 1.75853 2.85836 -2.16969
H -5.31333 1.02095 -4.73561
H -5.03466 -3.22112 2.04723
C 2.01976 1.99136 -2.76547
C -0.97569 2.64761 -4.08070
C 2.11319 -2.42556 0.45710
C -5.09827 -1.10042 -4.37072
C -3.30502 -0.57302 -0.90221
H 4.45552 0.46155 3.08834
C 3.37452 -3.10178 0.87140
C -4.18323 -1.42570 1.25606
C -1.81603 3.13567 -6.26803
C -4.97946 -2.71961 1.07626
H -1.87064 5.21394 -6.79373
C -1.11075 4.92064 -4.80779
H 4.67882 0.31207 -4.02339
H -1.47371 -0.61937 4.31479
C 0.18868 3.18733 2.61465
H 4.75260 1.98578 3.95382
C -7.24908 -1.58333 1.39346
H -4.01751 -1.04104 -4.23973
H 3.35244 3.22002 0.65527
H 0.66158 1.23334 3.41898
H -2.84202 0.10129 -2.69315
H -4.42510 -3.36856 0.39253
O -0.66639 2.26955 -1.49018
H 0.51411 -0.67996 -4.23407
C 3.33772 1.69343 -3.06984
H 3.30441 3.48526 2.41798
H 6.09664 1.08761 3.24175
H 1.47972 4.78380 1.87237
H -6.59831 1.51298 -2.60554
H -4.57151 -0.83597 2.08373
N 0.42168 -2.15271 3.60459
N -3.51175 0.21980 -1.95351
H 3.28552 -4.10648 1.26036
N 1.29482 -2.02712 1.69575
H -5.47143 -1.85919 -3.67729
C 0.74317 4.61266 2.66086
H -4.16152 2.01057 -2.74144
H -6.82477 0.15148 -4.50683
H -0.41175 4.30613 -2.85369
O 1.40721 1.71211 0.40825
N -3.40884 1.84289 2.06277
H 4.12925 2.35405 -2.73341
C 4.55099 -2.45459 0.80237
C -5.80041 0.24085 -4.13907
C 4.88509 2.14698 1.78750
N -2.62010 1.69440 1.04995
H 1.87829 2.45297 3.82288
N 1.32427 -2.68661 2.80726
N -2.96641 1.10704 3.10567
H 1.21369 4.81745 3.62718
S -0.67303 1.45151 -2.76655
H 2.87813 -1.20403 -4.77790
H -8.26461 -1.51406 0.99970
C 4.64851 -1.14867 0.22393
H -0.06228 5.33480 2.52335
C 3.49100 2.75378 1.63236
H -1.64892 1.14461 -5.46190
C 1.02573 1.13288 -3.20552
H -0.14899 2.95976 1.60524
C -1.49506 2.20654 -5.28854
C 3.64586 0.54661 -3.79713
O 1.30387 -0.85994 -1.10611
H 5.45227 -2.94655 1.15068
C -6.39273 -2.51080 0.53077
N 0.39206 -1.04801 1.68822
H 1.43989 -3.07186 -0.10341
C -0.13740 -1.15723 2.89346
C -1.87903 0.51701 2.65471
H -6.23883 -0.12890 -2.06262
N -4.22156 -0.58720 0.05733
H -7.30850 -1.95674 2.41946
C 2.63674 -0.30408 -4.22558
S -1.92140 -1.60954 -0.86593
S 2.20480 1.46696 1.68173
H -5.28233 -1.45416 -5.38656
H 5.08631 1.47803 0.94808
C 1.31260 -0.01176 -3.92877
N -1.10777 -0.34736 3.41820
C -5.87086 0.69997 -2.67900
H -3.14518 -1.66744 1.46146



Record 3
14
Properties=species:S:1:pos:R:3 method="wB97M-V/def2-TZVPD" total_charge=+1 relative_energy_kj_mol=273.93
N 0.61651 0.08120 -0.45438
H -1.10004 -1.30308 0.08455
H 1.25741 -0.63434 -0.19096
H 0.98531 -0.45839 -2.53219
H -0.99901 0.30168 2.61198
C -0.12372 0.04569 1.92632
H -0.02844 0.69945 -2.37926
H -0.68666 -0.77216 -1.85423
Br -1.74507 1.53822 -0.01036
H 0.76464 0.71875 2.15743
C 0.18167 -0.13914 -1.83893
H 0.28187 -1.05682 2.22617
H 1.11958 0.90265 -0.27883
C -0.52405 0.07630 0.53270



Record 4
63
Properties=species:S:1:pos:R:3 method="wB97M-V/def2-TZVPD" total_charge=+2 relative_energy_kj_mol=0.00
C -3.70389 -0.08248 0.69450
O -0.29520 1.23964 1.19346
H 1.34360 -3.79559 -3.08592
F -3.62437 0.43178 -2.64037
H 3.70217 1.86597 -2.52442
H 4.74847 1.14828 2.36548
C -1.12637 1.93875 2.18788
F -2.76532 2.88292 -3.09582
C -3.75353 -1.63218 2.67946
F -1.74391 -1.81737 -1.05678
N -1.73953 -1.22114 1.47898
Zr -0.59298 -0.38865 -0.47215
O 0.73885 -1.70291 0.86336
H 4.46034 2.58573 1.35957
H -2.15244 1.84461 1.84868
H 1.61239 -3.27620 -4.76228
H 5.00587 2.76535 3.02468
H -0.86685 2.99777 2.12907
H -1.83624 -1.29643 -3.78065
H 2.70803 -0.16303 -1.47256
C -3.08054 -2.49352 3.53100
H -4.81176 -1.43092 2.77750
C -1.10345 -2.07129 2.28521
H 0.12109 1.47000 3.89137
P 0.51151 -1.59790 -3.46848
O 0.61037 -1.13786 -1.99284
H 1.94463 -3.08038 2.32040
H -1.12997 -2.41844 -4.96681
H 1.93600 1.93220 -2.66879
C -1.72346 -2.72774 3.33148
C 0.31342 -2.24538 1.88255
Te -2.82366 1.76913 -1.65429
C -0.91829 1.38847 3.57702
H 2.65074 -2.65063 -3.46462
H 0.32113 0.59813 -4.35539
O -4.86483 0.12438 0.63129
C 2.67334 0.80646 -0.98719
H -1.16497 -3.40668 3.96035
H -1.44403 -2.95591 -3.29708
H -1.22155 0.34411 3.65044
O 1.38426 0.82342 -0.28528
C -1.13241 -2.11774 -3.91781
H -3.60636 -2.98926 4.33555
C 2.76876 1.95057 -1.96639
C 4.37292 2.17130 2.36563
P 1.18735 1.98470 0.89599
C 0.98254 -0.24972 -4.53816
F -2.18171 3.08991 -0.52593
H 2.85096 1.84545 3.86871
C -3.03623 -1.01525 1.66347
O -1.14152 1.05834 -1.86798
H 3.45269 0.83839 -0.22548
H 2.77047 2.91926 -1.46601
F -4.49561 2.32409 -1.17598
O 2.09853 1.34916 2.03719
C 1.63660 -2.95836 -3.71935
H -1.52832 1.96423 4.27386
H 0.89688 -0.55252 -5.58240
O -2.74165 0.51676 -0.08213
C 2.94907 2.22406 2.85405
H 2.01379 0.04153 -4.33853
O 1.03551 -2.99865 2.65789
H 2.54868 3.23930 2.82183



Record 5
15
Properties=species:S:1:pos:R:3 method="wB97M-V/def2-TZVPD" relative_energy_kj_mol=278.73
O -2.09378 -0.73610 0.28091
N 0.70868 -1.62928 0.15282
C 2.63594 -0.95444 -0.77123
H -2.29305 2.35647 -0.15235
H 0.08963 1.34240 0.00710
C -2.41830 1.59505 0.55381
C -1.60840 0.39862 0.31856
H -3.19699 1.18239 0.81792
H 3.67971 -0.82100 -1.22550
C 1.92111 -1.98117 -0.17582
O 1.82457 0.08196 -0.76589
N -0.27952 0.58703 -0.01377
H 2.32979 -3.01632 -0.25665
C 0.70674 -0.39337 -0.20638
H -2.00612 1.98777 1.43647



Record 6
9
Properties=species:S:1:pos:R:3 method="wB97M-V/def2-TZVPD" relative_energy_kj_mol=607.32
C 2.79140 0.97064 0.55888
H -0.66928 -0.28442 1.39933
H 0.14865 -1.02339 -1.41249
C 0.51275 -0.26405 -0.70511
N 3.30045 1.99208 0.47801
N 1.12094 -0.63491 0.44086
C 0.02079 0.17831 0.68310
H 0.14871 1.21345 0.66413
H 0.80569 0.68902 -1.09583



Record 7
70
Properties=species:S:1:pos:R:3 method="wB97M-V/def2-TZVPD" total_energy_ev=-100983.8993 s2=2.02 multiplicity=3 total_charge=+1
C -1.60411 4.60686 -3.93679
H 1.83917 1.92560 -0.62807
C -1.37923 3.61322 -3.00217
N -3.50928 -1.01408 5.25776
H -1.84924 3.67310 -2.02999
H -0.97885 -1.23981 0.30647
H -0.13921 -3.65377 0.29088
C -1.47794 0.17891 4.25159
H 0.49756 -0.73190 -3.40757
Cl 6.43028 -1.36135 3.85846
C -1.83667 2.64393 1.51917
C 4.28831 -0.51879 2.47145
H -3.02186 0.22416 -1.22568
C 2.45335 -1.99577 1.83889
Cl 4.99813 1.04159 2.45668
C 3.04993 -0.70395 1.84343
C -3.06607 2.01660 1.63358
Mo 0.55366 -0.34255 0.45132
H 1.39296 1.84456 2.40842
C -1.36000 1.38058 -0.50207
C 0.56633 1.39487 2.94685
H -1.54052 3.39959 2.23224
C -0.98184 -3.36457 -0.34263
H 0.29710 3.41481 -6.46014
H 0.58889 2.82495 4.52180
C 1.02950 -2.56830 -1.86214
H -0.88357 -5.20126 -1.45936
C -0.95906 -0.31124 3.06291
H -2.24607 5.43991 -3.69200
H 0.70222 1.65344 -4.79826
C -1.00362 4.53917 -5.18344
H -1.31053 1.73110 5.74656
C -2.65321 0.84304 -0.41820
O 1.29712 -2.03864 1.22106
C 4.32958 -2.86662 3.08295
C 0.05024 2.47899 -4.55696
H -3.71791 2.24758 2.46210
C 4.91781 -1.59442 3.09151
H -0.13063 -3.32907 -3.51380
H 1.53023 -2.96730 -0.97480
H -4.47184 0.69677 0.69747
H -0.06184 2.86688 0.34772
Cl 5.13238 -4.18075 3.83544
C 0.12107 1.93293 4.13784
H 2.23170 0.56513 -1.64418
C -0.94795 -4.13488 -1.66821
C -0.17591 3.47130 -5.49218
N 0.03321 0.28639 2.38499
C -0.24656 -0.62272 -2.62143
C -2.58907 -0.48563 4.83130
C -0.97037 -1.87710 -0.67213
N 0.16179 -1.44657 -1.46939
Cl 2.35446 -4.61576 2.42759
H 1.80439 -2.17563 -2.52551
C -0.54829 2.53299 -3.29818
H 0.90604 -4.51271 -2.74668
C -0.92957 1.33734 4.81795
H -1.91814 -1.64527 -1.17566
Si -0.18358 1.21192 -2.01163
H -1.37884 -1.21896 2.63995
C 1.42948 1.01028 -1.05636
H -1.19277 -0.97271 -3.04077
O 2.38250 0.22157 1.22875
C -3.48350 1.13019 0.64811
H -1.17917 5.31538 -5.91384
C 3.09978 -3.06734 2.45526
C -0.98663 2.31958 0.47092
H -1.90013 -3.60457 0.19758
H -1.88712 -3.97083 -2.19897
C 0.23150 -3.68042 -2.54775



Record 8
22
Properties=species:S:1:pos:R:3 method="wB97M-V/def2-TZVPD" relative_energy_kj_mol=1066.80
H -1.31407 0.83804 -2.17370
H 1.16161 0.76808 -0.19686
H -0.93794 -1.89710 0.42070
C 0.70789 0.48452 -1.14754
N 1.14798 -1.94977 -0.26367
H -3.54876 1.74908 1.54072
H 1.14897 1.17596 -1.90720
O -0.83633 2.27018 -0.56584
N -0.65434 0.69054 1.48275
C 0.16934 -1.80504 0.79312
C 1.14781 -0.99761 -1.41561
H -0.70919 0.97408 2.47436
H -1.41996 0.17940 -0.46303
C -0.81281 0.92606 -1.06821
C 0.27360 -0.47322 1.57275
H 0.24385 -0.79319 2.72209
H 0.41342 -1.50326 -2.11666
H 2.15367 -0.97624 -1.84441
H 0.24029 -2.56487 1.60594
H 1.36426 -0.09365 1.45451
H -3.71612 2.31162 1.06363
H -0.75990 1.67694 1.00590



Record 9
72
Properties=species:S:1:pos:R:3 method="wB97M-V/def2-TZVPD" s2=8.76 multiplicity=6 relative_energy_kj_mol=378.23
H 3.86969 0.38159 -0.72850
C 0.88250 2.19799 -3.44356
N 2.88434 0.60217 -0.79682
H -3.84088 0.76826 -4.19211
H 4.43980 -3.59233 -1.64271
F 3.05304 -0.53575 1.82765
N -0.76333 -2.03497 0.56238
H 2.70437 -4.72223 -3.05148
C -3.42898 3.09904 -1.77635
H -3.91066 3.97347 -1.35834
C 1.08298 -3.86537 -1.94231
C -2.19146 0.86004 -2.82967
H 3.95275 2.50380 -4.82956
H -1.71559 -0.02543 -3.23769
C 0.61666 0.86717 1.55333
C -1.96254 -1.39747 2.30722
N 1.68770 -2.41274 -0.15296
Fe 0.97747 -1.13646 1.42347
H -2.69509 -3.33130 -0.59001
H -2.50372 -0.31989 4.69280
C 0.74739 -3.03762 -0.88184
H -1.69676 1.12847 1.28908
C -0.65243 -2.79061 -0.46531
H -1.77029 3.20129 -0.42513
C 2.97305 -2.61598 -0.43417
S -0.54654 -1.47870 3.29000
H -3.88887 -1.90629 6.06130
H 1.57780 3.08010 -5.26687
C 3.38468 -3.44993 -1.46089
N -3.13560 -1.00789 2.85325
C 1.20813 1.51234 -2.27451
C -1.80018 -3.38603 -1.20334
C 2.55696 1.24723 -2.01053
P -0.03404 0.84931 -1.10041
H 1.15963 3.59369 -0.64642
C -3.66533 -2.10955 5.01415
H -4.95211 2.76893 -3.24948
C -1.58615 1.53934 -1.77173
N -2.00912 -1.71048 1.02418
H -0.15219 2.44002 -3.65123
C 1.25410 3.73483 1.47256
F 4.39122 -2.36029 2.28628
C -3.37875 -0.81361 4.26969
C 0.92948 3.15594 0.31633
N 1.00183 1.53286 2.83799
H -0.95190 2.22715 3.69010
H -1.60010 -4.42333 -1.46663
H 1.23605 3.49480 3.63166
C -0.31792 2.20349 2.81408
C -3.38813 1.30287 -3.36721
H 1.76007 4.68847 1.52984
H 3.69032 -2.09773 0.18185
H 4.57167 1.37620 -2.72196
B 3.40095 -1.57272 2.80836
C 3.18484 2.23695 -4.11577
H -3.93117 -1.14069 2.24613
C -2.22128 2.66124 -1.24767
H -4.52027 -2.62933 4.57961
C 0.91453 3.03697 2.70605
C 1.85636 2.55552 -4.36290
F 3.68044 -1.03027 4.01188
C 0.28343 1.84741 0.39031
H -2.80045 -2.77104 4.97081
H -1.98646 -2.83213 -2.12655
H 2.62652 1.14845 0.01906
H -4.21895 -0.12266 4.35835
C -0.71749 1.52802 1.51113
C 3.53332 1.59789 -2.93764
C 2.42155 -4.07451 -2.23251
H 0.30979 -4.33689 -2.52935
F 2.14188 -2.29619 2.82873
C -4.01256 2.42507 -2.83749